ORCA calculation (the ωB97M-V functional and the def2-TZVPD basis) on a gas-phase ion, C6H12BrN2OS (charge +1).

Net charge   +1
Spin multiplicity   1
SMILES string   C=[N+](/C=C(/Br)SN)CCOC
ΔE to the lowest compared entry with this formula, charge and spin   140.5 kJ/mol
Energy   -92311.828 eV
HOMO   -0.472 Eh
Lowest unoccupied orbital energy   -4.36 eV
Kohn-Sham gap   8.5 eV

Cartesian coordinates (Å):
Br1 3.70 0.73 -0.39
S1 1.91 -0.92 1.76
O1 -0.91 1.54 -0.24
N1 2.22 0.45 2.53
N2 0.00 -1.34 -0.36
C1 -1.75 0.44 0.10
C2 -1.31 -0.79 -0.71
C3 0.08 -2.14 0.68
C4 -1.14 1.89 -1.64
C5 2.07 -0.40 0.12
C6 1.13 -0.63 -0.80
H1 -1.33 1.00 -2.22
H2 2.38 0.40 3.57
H3 0.96 -0.08 -1.65
H4 -0.88 -2.33 1.21
H5 1.83 1.31 2.18
H6 -2.01 2.49 -1.62
H7 -1.48 0.24 1.18
H8 -0.37 2.67 -2.01
H9 0.89 -2.94 0.75
H10 -2.78 0.57 -0.06
H11 -1.13 -0.65 -1.75
H12 -2.09 -1.51 -0.61

Atom charges from the Löwdin analysis, given in e for atoms 1 to 5: 0.674, 0.962, -0.195, -0.306, -0.164

ORCA calculation (the ωB97M-V functional and the def2-TZVPD basis) on a molecular structure, C6H12BrO3P.

Net charge   0
Spin multiplicity   1
ΔE to the lowest compared entry with this formula, charge and spin   0.0 kJ/mol
Energy   -91889.227 eV
HOMO   -0.304 Eh
Lowest unoccupied orbital energy   0.67 eV
Kohn-Sham gap   8.9 eV

Cartesian coordinates (Å):
Br1 2.87 -0.03 -0.32
P1 0.13 -1.19 0.35
O1 0.76 1.40 1.42
O2 -0.38 -2.25 -0.70
O3 0.79 -1.77 1.53
C1 -1.29 -0.10 0.69
C2 -0.67 -3.57 -0.40
C3 -1.19 1.24 0.06
C4 0.28 1.63 0.17
C5 0.95 2.91 -0.44
C6 1.12 -0.10 -0.81
H1 0.94 0.09 -1.82
H2 -1.62 1.38 -0.91
H3 -1.50 -0.21 1.76
H4 0.05 -4.30 -0.88
H5 -1.68 2.08 0.62
H6 -1.64 -3.72 -0.87
H7 -0.69 -3.61 0.68
H8 0.83 3.82 0.20
H9 2.03 2.66 -0.51
H10 1.69 1.33 1.47
H11 -2.17 -0.66 0.10
H12 0.39 2.99 -1.38

Atom charges from the Löwdin analysis, given in e for atoms 1 to 5: 0.793, 0.505, -0.036, -0.300, -0.296

ORCA calculation (the ωB97M-V functional and the def2-TZVPD basis) on 2 unconnected molecules or ions with the total composition C6H12BrO4P.

Net charge   0
Spin multiplicity   1
ΔE to the lowest compared entry with this formula, charge and spin   81.1 kJ/mol
Energy   -93936.531 eV
HOMO   -0.314 Eh
Lowest unoccupied orbital energy   -0.35 eV
Kohn-Sham gap   8.2 eV

Cartesian coordinates (Å):
Br1 -0.55 -2.53 0.16
P1 -1.16 0.92 -0.81
O1 -1.34 0.27 -2.09
O2 -2.63 1.18 -0.19
O3 -0.53 2.39 -0.80
O4 0.91 0.32 1.68
C1 -3.81 0.39 -0.19
C2 1.47 -1.12 -1.55
C3 0.63 -0.16 0.64
C4 1.17 -1.32 -0.07
C5 -0.92 3.16 0.37
C6 2.25 -2.01 0.74
H1 -3.69 -0.33 0.57
H2 2.64 -2.75 0.14
H3 -1.44 4.09 -0.10
H4 -1.65 2.55 0.94
H5 1.80 -2.21 1.69
H6 0.99 -0.27 -2.03
H7 3.05 -1.31 0.76
H8 0.11 3.43 0.84
H9 1.09 -1.87 -2.16
H10 -4.56 1.13 0.22
H11 2.55 -1.00 -1.85
H12 -3.99 0.09 -1.22

Atom charges from the Löwdin analysis, given in e for atoms 1 to 5: 0.670, 0.577, -0.297, -0.340, -0.295